Molecular formula: C21H67F3N3O19SY
Method: DFT, ωB97M-V with the def2-TZVPD basis set

Structure (XYZ):
```
115
C21H67F3N3O19SY (ωB97M-V with the def2-TZVPD basis set)
Y -1.18 -6.92 5.06
C 1.13 -1.02 0.78
F 1.34 -0.46 -0.33
F 2.17 -1.27 1.49
F 0.30 -0.30 1.43
S 0.28 -2.75 0.44
O 1.11 -3.32 -0.68
O 0.41 -3.47 1.73
O -1.13 -2.51 0.20
O 1.15 -9.32 2.45
H 0.66 -9.87 1.85
H 1.97 -9.13 1.99
O -4.30 -4.04 3.93
H -4.14 -3.11 3.79
H -5.25 -4.11 3.99
O -2.13 -8.34 -1.73
H -1.26 -8.26 -2.12
H -2.73 -8.08 -2.43
O -4.70 0.41 2.12
H -4.46 -0.19 1.42
H -5.52 0.80 1.84
O 2.93 -6.13 6.20
H 3.72 -6.37 5.71
H 3.25 -5.86 7.06
C 7.65 -4.20 -2.36
C 8.98 -4.82 -1.99
O 8.97 -5.55 -0.77
O 6.61 -5.16 -2.26
H 7.62 -3.64 -3.29
H 7.54 -3.39 -1.64
H 9.82 -4.13 -2.06
H 9.27 -5.62 -2.67
H 9.55 -6.30 -0.92
H 5.72 -4.80 -2.37
C -3.53 1.25 8.39
C -3.16 2.63 8.82
O -1.89 2.59 9.48
O -2.81 0.84 7.25
H -4.62 1.18 8.29
H -3.35 0.49 9.15
H -3.94 3.00 9.48
H -3.08 3.35 8.01
H -1.19 2.67 8.83
H -3.01 1.49 6.57
C 0.23 3.42 -4.80
C 1.03 4.67 -4.61
O 1.80 5.12 -5.70
O 1.02 2.35 -5.45
H -0.46 3.70 -5.60
H -0.29 3.09 -3.90
H 1.72 4.56 -3.77
H 0.36 5.49 -4.38
H 1.21 5.62 -6.26
H 1.57 2.05 -4.72
C 0.81 -5.15 -8.33
C 0.31 -5.54 -6.90
O -0.54 -6.70 -6.78
O 1.82 -5.96 -8.70
H 1.23 -4.16 -8.15
H -0.10 -5.08 -8.94
H -0.23 -4.64 -6.60
H 1.22 -5.71 -6.32
H -0.08 -7.46 -7.13
H 2.37 -5.41 -9.26
C -2.58 6.80 3.43
C -2.08 8.27 3.37
C -2.80 9.35 4.15
O -3.99 9.79 3.58
C -4.43 11.11 4.11
N -0.69 8.15 3.57
H -2.13 6.34 4.31
H -2.25 6.27 2.54
H -3.67 6.73 3.38
H -2.27 8.61 2.35
H -2.05 10.09 4.44
H -3.04 9.03 5.17
H -5.47 11.16 3.81
H -3.98 11.95 3.59
H -4.19 11.26 5.16
H -0.28 8.85 4.17
H -0.41 7.39 4.17
C -7.52 -3.81 -3.54
C -7.20 -3.86 -5.00
C -8.39 -3.79 -5.98
O -7.89 -3.85 -7.32
C -8.91 -3.73 -8.34
N -6.15 -2.88 -5.27
H -7.61 -2.79 -3.16
H -6.82 -4.45 -2.99
H -8.52 -4.22 -3.64
H -6.74 -4.85 -5.03
H -8.91 -2.85 -5.80
H -8.97 -4.69 -5.81
H -9.15 -4.66 -8.85
H -8.64 -3.07 -9.17
H -9.93 -3.48 -8.06
H -5.76 -3.22 -6.15
H -5.46 -2.93 -4.54
C 8.81 1.90 3.45
C 7.67 3.01 3.76
C 7.04 3.86 2.54
O 8.06 4.60 1.93
C 7.52 5.84 1.46
N 6.59 2.18 4.21
H 8.45 1.11 2.79
H 9.07 1.43 4.40
H 9.74 2.35 3.12
H 7.98 3.49 4.69
H 6.45 4.61 3.07
H 6.50 3.32 1.76
H 7.09 6.43 2.27
H 6.69 5.75 0.76
H 8.35 6.42 1.06
H 6.12 1.65 3.50
H 6.94 1.42 4.77
```

## Properties
highest occupied orbital energy = -12.2 eV
total charge = +2
Kohn-Sham gap = 0.039 Eh

Atomic partial charges in e from the Löwdin method, atoms 1 to 5: atom 1 (Y): 1.32, atom 2 (C): -0.80, atom 3 (F): 0.22, atom 4 (F): 0.20, atom 5 (F): 0.20

***

Molecular formula: C21H68N12O13
Method: DFT, ωB97M-V with the def2-TZVPD basis set

Structure (XYZ):
```
114
C21H68N12O13 (ωB97M-V with the def2-TZVPD basis set)
C 12.92 -22.46 -15.13
O 13.11 -22.56 -16.50
H 13.82 -22.25 -14.66
H 12.64 -23.36 -14.78
H 12.14 -21.75 -15.00
H 12.58 -21.84 -16.74
C 12.61 -24.02 -19.09
O 11.33 -23.39 -18.81
H 12.55 -24.73 -19.88
H 12.92 -24.61 -18.31
H 13.46 -23.35 -19.29
H 10.84 -23.94 -18.23
C 14.35 -27.31 -20.02
O 14.64 -28.14 -18.90
H 14.31 -26.25 -19.84
H 13.37 -27.62 -20.46
H 15.10 -27.45 -20.81
H 14.00 -28.06 -18.19
C 13.60 -24.05 -22.58
O 13.08 -25.30 -22.29
N 12.92 -22.99 -22.52
N 14.81 -23.74 -22.98
H 11.94 -23.01 -22.08
H 13.34 -22.11 -22.33
H 15.35 -24.57 -23.19
H 15.05 -22.81 -23.40
C 15.32 -21.64 -20.29
O 14.22 -21.00 -20.83
N 15.83 -22.77 -20.72
N 15.83 -21.29 -19.15
H 15.46 -23.17 -21.65
H 16.40 -23.45 -20.16
H 15.57 -20.38 -18.70
H 16.75 -21.68 -18.97
C 12.57 -20.17 -18.31
O 13.76 -19.50 -18.24
N 12.10 -20.86 -19.29
N 11.74 -20.33 -17.33
H 12.85 -20.80 -19.97
H 11.62 -21.74 -19.02
H 11.87 -19.91 -16.42
H 10.76 -20.66 -17.51
C 9.66 -21.60 -21.42
O 10.48 -22.75 -21.47
N 8.67 -21.39 -22.21
N 9.84 -20.65 -20.54
H 8.34 -22.14 -22.84
H 8.04 -20.65 -22.02
H 10.81 -20.63 -20.03
H 9.27 -19.78 -20.56
C 9.50 -26.03 -22.56
O 9.10 -27.17 -23.25
N 10.60 -26.00 -21.88
N 8.81 -24.92 -22.52
H 11.27 -26.74 -22.04
H 11.03 -25.12 -21.52
H 7.99 -24.72 -23.13
H 9.18 -24.14 -21.99
C 15.95 -24.47 -18.13
O 16.99 -24.44 -19.13
N 15.37 -23.41 -17.68
N 15.61 -25.57 -17.58
H 15.58 -22.50 -18.19
H 14.46 -23.40 -17.11
H 16.02 -26.43 -17.97
H 14.80 -25.68 -16.96
C 8.48 -24.42 -19.56
C 8.12 -24.44 -18.10
C 7.80 -25.85 -17.69
O 9.04 -24.02 -17.36
H 7.65 -24.83 -20.15
H 9.45 -24.93 -19.65
H 8.54 -23.36 -19.76
H 7.16 -23.90 -17.86
H 7.06 -26.33 -18.29
H 7.52 -25.87 -16.66
H 8.68 -26.48 -17.71
H 8.93 -23.04 -17.43
C 8.84 -21.24 -15.84
C 8.57 -20.81 -17.25
C 8.66 -19.27 -17.50
O 9.35 -21.34 -18.05
H 8.25 -22.19 -15.69
H 8.77 -20.52 -15.02
H 9.88 -21.57 -15.82
H 7.54 -21.10 -17.37
H 9.63 -18.79 -17.72
H 8.22 -18.75 -16.64
H 8.10 -19.07 -18.41
H 9.14 -21.13 -18.94
C 10.41 -29.13 -20.57
C 10.44 -28.27 -19.32
C 11.03 -29.02 -18.15
O 11.13 -27.24 -19.37
H 9.67 -28.69 -21.28
H 9.99 -30.06 -20.31
H 11.34 -29.26 -21.15
H 9.47 -27.87 -19.04
H 12.10 -29.32 -18.27
H 10.42 -29.88 -17.92
H 10.94 -28.34 -17.30
H 10.83 -26.67 -20.08
C 13.74 -25.87 -15.33
C 12.55 -26.51 -16.05
C 11.32 -25.65 -16.03
O 12.86 -26.69 -17.26
H 13.53 -25.65 -14.31
H 13.94 -24.89 -15.72
H 14.63 -26.53 -15.32
H 12.32 -27.43 -15.51
H 11.40 -24.60 -16.47
H 10.97 -25.56 -15.03
H 10.59 -26.16 -16.64
H 12.05 -26.99 -17.67
```

## Properties
highest occupied orbital energy = -8.6 eV
total charge = 0
Kohn-Sham gap = 0.300 Eh
relative energy (zero: lowest compared OMol25 entry of this formula, charge and spin) = 1153.54 kJ/mol

Atomic partial charges in e from the Löwdin method, atoms 1 to 5: atom 1 (C): -0.10, atom 2 (O): -0.12, atom 3 (H): 0.08, atom 4 (H): 0.03, atom 5 (H): 0.08